Computed, not measured: a molecular structure, C27H46FN3O6P2S2SiTi in a non-equilibrium geometry, with ωB97M-V/def2-TZVPD.

Geometry (Å):
Ti1 0.50722 -1.68673 0.92663
C1 3.44024 -1.35368 3.26160
P1 3.05012 -1.41018 1.53653
C2 3.75557 -3.07266 1.20721
C3 4.27058 -0.16858 0.80554
C4 3.75151 0.53276 -0.46897
P2 4.16181 2.39033 -0.48935
C5 3.42545 2.87920 -2.19751
C6 5.94209 2.37536 -0.88451
H1 4.50261 -1.41102 3.39527
H2 2.96259 -2.19165 3.77976
H3 3.13076 -0.43062 3.70916
H4 4.78743 -3.13471 1.59298
H5 3.74189 -3.23803 0.10445
H6 3.10159 -3.80528 1.76995
H7 5.28279 -0.60618 0.70251
H8 4.29346 0.57662 1.59760
H9 2.67675 0.49382 -0.61656
H10 4.29939 0.03563 -1.27120
H11 4.02527 2.34229 -2.92873
H12 3.39867 3.99616 -2.23239
H13 2.39567 2.59512 -2.28733
H14 6.23541 3.15128 -1.58251
H15 6.23002 1.34763 -1.21193
H16 6.47724 2.60350 0.04201
C7 -0.17219 -2.57113 5.63137
Si1 -0.96165 -2.69132 3.92176
C8 -2.83678 -2.50361 3.87598
C9 -0.57815 -4.31682 3.20384
N1 -0.24284 -1.39741 2.90420
C10 -0.71893 -0.10953 2.99483
C11 -1.43494 0.52078 4.13372
C12 -1.86585 1.78916 4.02161
C13 -1.73053 2.56950 2.90314
C14 -0.83766 2.15126 1.86035
C15 -0.34201 0.85563 1.97747
F1 0.48897 0.35497 0.95723
H17 -0.20992 -1.57644 6.12897
H18 0.77380 -3.06350 5.58975
H19 -0.79372 -3.28538 6.25247
H20 -3.29480 -3.44512 3.48077
H21 -3.14677 -1.64459 3.25784
H22 -3.29859 -2.37656 4.83483
H23 -1.10921 -5.00432 3.91324
H24 0.50579 -4.48816 3.15817
H25 -0.84356 -4.46057 2.16424
H26 -1.69824 -0.06450 5.08105
H27 -2.34654 2.24205 4.85530
H28 -2.19483 3.56518 2.87734
H29 -0.58660 2.73814 0.94614
O1 -1.42224 -0.25043 -1.13303
S1 -1.98428 -1.57137 -0.95833
O2 -3.44972 -1.73504 -1.03627
O3 -1.47121 -2.22029 0.32410
C16 -1.38379 -2.67624 -2.31016
C17 -2.22665 -2.64313 -3.39904
C18 -1.96369 -3.60052 -4.42736
C19 -0.98151 -4.54971 -4.33578
C20 -0.15595 -4.59534 -3.16196
C21 -0.24256 -3.45653 -2.34961
S2 1.07508 -3.04606 -1.25101
O4 1.13895 -1.53864 -0.98014
O5 2.24721 -3.59339 -1.84901
O6 0.78402 -3.63210 0.12235
H30 -3.11006 -1.99378 -3.49697
H31 -2.54182 -3.62751 -5.32464
H32 -0.74558 -5.21241 -5.17008
H33 0.64065 -5.33143 -3.06380
C22 -4.10963 3.82705 -2.34470
C23 -3.20201 4.15795 -1.13615
N2 -1.76202 4.05150 -1.49297
C24 -1.50923 2.66731 -2.01557
C25 -2.43979 2.27997 -3.17263
N3 -3.26407 3.47731 -3.55269
C26 -2.42105 4.63029 -3.90849
C27 -1.51505 4.96891 -2.65483
H34 -4.73359 4.69302 -2.63014
H35 -4.76313 2.94812 -2.19393
H36 -3.52860 3.55186 -0.28882
H37 -3.39090 5.16534 -0.73490
H38 -1.47203 2.04802 -1.13951
H39 -0.44780 2.69207 -2.40494
H40 -3.15033 1.42827 -2.88999
H41 -1.89342 1.96471 -4.07248
H42 -3.88092 3.27236 -4.36343
H43 -3.16319 5.44985 -4.18013
H44 -1.84800 4.43960 -4.81187
H45 -1.64985 6.05110 -2.40538
H46 -0.43259 4.91126 -2.99154

## Properties
2S+1 = 2
ΔE to the lowest compared entry with this formula, charge and spin = 1.8637 eV
total charge = +1
E_HOMO (spin up / spin down) = -9.45 / -9.47 eV
frontier orbital gap (spin up / spin down) = 6.7 / 6.7 eV
max |F| = 0.071 Eh/bohr
molar mass = 729.713 g/mol